{
  "formula": "C2H7NO4S",
  "method": "wB97M-V/def2-TZVPD",
  "e_lumo_ha": -0.001,
  "e_above_lowest_kcal_mol": 48.3,
  "e_homo_ha": -0.3722,
  "gap_ev": 10.1,
  "species": ["C", "C", "N", "O", "O", "O", "O", "S", "H", "H", "H", "H", "H", "H", "H"],
  "xyz": [[1.091, 0.429, -1.482], [-0.308, 0.420, -1.242], [-1.728, -0.203, 1.206], [0.558, -1.473, 0.615], [2.687, -0.741, -0.025], [1.166, 0.736, 1.196], [-0.808, 1.282, -0.432], [1.419, -0.359, 0.371], [1.479, 1.352, -1.117], [1.654, -0.246, -2.117], [-0.803, -0.594, -1.370], [-0.717, -0.595, 1.182], [-2.292, -1.109, 1.044], [-1.941, 0.487, 1.897], [-1.458, 0.614, 0.274]],
  "forces_ev_per_a": [[-1.4, 0.1, 0.9], [0.3, -1.0, 1.1], [0.8, -2.7, -1.7], [-1.6, -1.4, 0.1], [4.4, -0.8, -0.2], [-0.1, 2.3, 1.9], [0.2, -0.3, -2.4], [-0.7, -0.8, -1.8], [0.9, 0.8, -0.7], [-0.5, 0.3, -0.1], [-0.1, 1.3, -0.2], [-1.6, 0.5, 1.0], [0.5, 2.6, 0.9], [-0.5, -0.6, 1.1], [-0.7, -0.3, 0.1]]
}


{
  "formula": "C3H11N4",
  "method": "wB97M-V/def2-TZVPD",
  "e_lumo_ha": -0.104,
  "e_above_lowest_kcal_mol": 61.0,
  "e_homo_ha": -0.4120,
  "gap_ev": 8.4,
  "charge": 1,
  "species": ["C", "C", "C", "N", "N", "N", "N", "H", "H", "H", "H", "H", "H", "H", "H", "H", "H", "H"],
  "xyz": [[-0.805, -0.688, -1.479], [1.738, -0.506, 1.020], [-0.542, 2.117, 1.794], [-2.024, -0.451, -1.882], [0.009, -1.506, -2.086], [0.601, 0.350, 0.826], [0.417, 1.243, 1.739], [2.413, -0.425, 0.164], [2.304, -0.252, 1.925], [1.408, -1.546, 1.107], [-1.289, 2.148, 1.023], [-0.405, -0.178, -0.560], [-0.581, 2.804, 2.614], [-2.414, -0.893, -2.707], [-0.244, -2.015, -2.926], [0.934, -1.655, -1.714], [1.103, 1.274, 2.512], [-2.621, 0.179, -1.369]],
  "forces_ev_per_a": [[0.2, 0.3, 0.6], [0.1, 0.0, 0.1], [0.0, 0.1, 0.1], [-0.3, -0.1, -0.4], [0.1, -0.4, -0.4], [-0.3, -0.1, -0.5], [0.1, 0.4, 0.6], [0.2, 0.0, 0.1], [0.1, -0.1, 0.0], [0.1, 0.0, 0.1], [0.0, -0.1, -0.2], [-0.2, -0.1, -0.3], [0.1, 0.1, 0.2], [0.0, 0.1, 0.2], [0.1, 0.0, 0.1], [0.0, 0.0, 0.0], [-0.3, 0.0, -0.3], [0.1, 0.0, 0.0]]
}


{
  "formula": "C6H12O",
  "method": "wB97M-V/def2-TZVPD",
  "e_lumo_ha": 0.040,
  "smiles": "C1=CCC1.COC",
  "e_above_lowest_kcal_mol": 63.7,
  "e_homo_ha": -0.3388,
  "gap_ev": 10.3,
  "species": ["C", "C", "C", "C", "H", "H", "H", "H", "H", "H", "C", "O", "C", "H", "H", "H", "H", "H", "H"],
  "xyz": [[0.362, 1.395, 1.229], [-0.663, 0.950, 1.960], [-1.690, 1.206, 0.879], [-0.491, 1.717, 0.021], [1.431, 1.483, 1.410], [-0.749, 0.534, 2.960], [-2.185, 0.315, 0.479], [-2.445, 1.967, 1.112], [-0.540, 2.773, -0.267], [-0.288, 1.107, -0.865], [1.475, -1.438, -0.041], [0.144, -1.443, -0.485], [0.063, -1.547, -1.881], [1.457, -1.382, 1.049], [2.025, -0.565, -0.432], [2.009, -2.351, -0.352], [-0.994, -1.488, -2.153], [0.607, -0.729, -2.382], [0.474, -2.505, -2.241]],
  "forces_ev_per_a": [[0.0, 0.0, 0.1], [0.1, 0.0, 0.1], [-0.2, 0.0, 0.0], [0.0, 0.1, -0.2], [-0.2, 0.0, 0.0], [0.0, 0.1, -0.1], [0.1, 0.1, 0.1], [0.1, -0.1, 0.0], [0.0, -0.1, 0.0], [0.0, 0.1, 0.1], [0.3, 0.0, 0.1], [-0.1, 0.0, 0.0], [-0.1, 0.0, -0.3], [0.0, 0.0, -0.2], [-0.1, -0.1, 0.0], [-0.1, 0.1, 0.0], [0.2, 0.0, 0.0], [-0.1, -0.1, 0.1], [-0.1, 0.1, 0.1]]
}


{
  "formula": "C2H2IrO2",
  "method": "wB97M-V/def2-TZVPD",
  "e_lumo_ha": [-0.241, -0.281],
  "e_above_lowest_kcal_mol": 57.5,
  "e_homo_ha": [-0.5385, -0.5581],
  "gap_ev": [8.1, 7.5],
  "charge": 1,
  "multiplicity": 5,
  "species": ["C", "C", "O", "Ir", "H", "O", "H"],
  "xyz": [[-1.350, 1.532, -0.479], [-0.837, 2.261, -1.343], [1.609, 0.974, -1.011], [0.942, -0.105, 0.208], [-0.906, 3.118, -1.998], [-0.914, 0.510, 0.314], [-1.639, 0.016, 0.721]],
  "forces_ev_per_a": [[2.4, 0.8, -1.7], [-2.6, 0.0, 1.2], [0.3, -0.3, 0.1], [4.0, -1.0, -0.4], [0.5, -0.3, 0.0], [-4.1, 0.9, 0.7], [-0.5, 0.0, 0.1]]
}


{
  "formula": "C2H6N2O",
  "method": "wB97M-V/def2-TZVPD",
  "e_lumo_ha": 0.029,
  "smiles": "[H]/N=C(/N)CO",
  "e_above_lowest_kcal_mol": 40.7,
  "e_homo_ha": -0.3602,
  "gap_ev": 10.6,
  "species": ["H", "N", "C", "N", "C", "O", "H", "H", "H", "H", "H"],
  "xyz": [[-0.897, 1.546, -1.214], [-1.381, 1.108, -0.458], [-0.519, 0.312, 0.021], [-0.609, -0.440, 1.100], [0.789, 0.074, -0.553], [1.268, -1.256, -0.291], [-1.417, -0.204, 1.567], [0.150, -0.383, 1.740], [0.717, 0.272, -1.613], [1.472, 0.794, -0.114], [0.426, -1.825, -0.186]],
  "forces_ev_per_a": [[-0.3, 0.4, -1.1], [-0.4, -0.2, 1.0], [0.5, 1.2, -1.4], [-1.3, -1.4, 2.0], [1.8, -0.6, -1.2], [-1.8, -0.6, -0.2], [-2.4, 0.2, 1.5], [0.9, -0.3, 0.1], [0.3, 0.0, -0.5], [0.5, 0.0, 0.1], [2.1, 1.2, -0.2]]
}


{
  "formula": "C12H25BN5O3",
  "method": "wB97M-V/def2-TZVPD",
  "e_lumo_ha": -0.118,
  "smiles": "CCB(O)N1NC(NCCC(=O)O)=[N+]=C1CCCCCN",
  "e_above_lowest_kcal_mol": 85.3,
  "e_homo_ha": -0.4337,
  "gap_ev": 8.6,
  "charge": 1,
  "species": ["C", "C", "B", "O", "N", "N", "C", "N", "C", "C", "C", "O", "O", "N", "C", "C", "C", "C", "C", "C", "N", "H", "H", "H", "H", "H", "H", "H", "H", "H", "H", "H", "H", "H", "H", "H", "H", "H", "H", "H", "H", "H", "H", "H", "H", "H"],
  "xyz": [[2.191, -3.707, 1.475], [3.078, -2.453, 1.994], [2.276, -1.055, 2.043], [1.845, -0.571, 3.339], [1.924, -0.173, 0.868], [2.399, 1.107, 1.002], [1.919, 1.764, -0.175], [2.025, 3.027, -0.598], [1.423, 3.573, -1.848], [0.016, 4.246, -1.403], [-1.009, 3.155, -0.840], [-1.684, 2.389, -1.540], [-1.102, 3.041, 0.567], [1.199, 0.849, -1.010], [1.200, -0.411, -0.338], [0.554, -1.777, -0.791], [-0.799, -1.384, -1.605], [-2.093, -2.190, -1.084], [-3.325, -1.138, -1.161], [-3.318, -0.180, 0.119], [-3.561, -0.901, 1.408], [2.379, -3.853, 0.363], [1.113, -3.469, 1.733], [2.458, -4.652, 2.063], [4.069, -2.349, 1.443], [3.345, -2.705, 3.083], [1.095, 0.033, 3.124], [2.941, 1.531, 1.760], [2.532, 3.689, -0.003], [1.281, 2.803, -2.665], [2.048, 4.415, -2.304], [-0.456, 4.870, -2.222], [0.282, 4.945, -0.534], [-1.828, 2.428, 0.807], [1.236, -2.285, -1.543], [0.220, -2.441, 0.061], [-0.673, -1.519, -2.723], [-1.031, -0.276, -1.436], [-1.935, -2.450, 0.014], [-2.263, -3.108, -1.724], [-4.300, -1.717, -1.236], [-3.228, -0.468, -2.080], [-2.277, 0.294, 0.203], [-4.045, 0.700, -0.026], [-3.701, -0.177, 2.132], [-4.421, -1.451, 1.287]],
  "forces_ev_per_a": [[0.4, 0.4, 0.4], [0.3, -0.3, 0.8], [-0.2, -1.2, 2.6], [-0.1, -0.2, -3.6], [-0.7, -2.6, -0.2], [-2.0, 2.7, -4.4], [-1.4, -3.1, -1.1], [1.2, 0.2, 0.5], [-1.6, 0.9, -0.5], [0.4, -0.2, 1.2], [-1.5, -1.9, -0.7], [1.9, 2.4, 1.5], [0.6, 0.8, -1.7], [1.2, -1.8, 3.3], [2.2, 4.0, 1.1], [-1.0, 1.5, -1.1], [-0.6, 0.3, 0.5], [0.3, 1.4, -0.2], [0.3, -0.3, 0.5], [0.3, 0.5, -0.5], [-0.2, 0.6, -0.9], [-0.6, 0.0, 1.5], [1.1, -0.6, -0.6], [-0.2, 1.4, -1.0], [-1.3, -0.3, 0.5], [-0.3, 0.6, -1.5], [0.7, -0.3, 0.8], [-0.4, -0.9, -0.2], [-0.4, -0.4, -0.4], [0.2, 0.6, 1.4], [-0.5, -1.3, 1.0], [0.5, -1.1, 0.9], [-0.5, -0.9, -1.2], [0.4, 0.2, -0.7], [-0.5, 0.5, 1.4], [1.0, 0.9, -0.9], [0.0, 0.1, 1.4], [0.5, -1.5, -0.3], [-0.4, 0.1, -1.4], [0.1, 1.0, 1.0], [1.0, 0.8, 0.2], [-0.1, -1.0, 1.1], [-1.2, -0.6, -0.2], [0.9, -1.3, -0.1], [-0.2, -0.9, -0.5], [0.4, 0.4, 0.4]]
}